Below is C10H13NO in the gas phase at a distorted geometry, with properties calculated with ωB97M-V/def2-TZVPD.

Cartesian coordinates (Å):
O (-2.125025, 0.347003, 3.285088)
C (-1.783428, -0.883517, 2.627279)
C (-1.305431, -0.653432, 1.234139)
C (-1.476336, -1.507353, 0.199969)
C (-0.865865, -1.211535, -1.021770)
C (0.148573, -0.338419, -1.140283)
C (0.492362, 0.486883, -0.075067)
C (-0.337380, 0.466585, 0.993040)
C (1.751053, 1.465005, -0.310257)
N (2.516752, 1.154522, -1.412072)
C (1.746191, 0.772251, -2.591927)
C (1.105436, -0.444434, -2.248552)
H (-2.546778, 0.329851, 4.078798)
H (-2.830767, -1.490565, 2.422526)
H (-0.994583, -1.507863, 3.361740)
H (-2.149861, -2.339482, 0.407506)
H (-0.930601, -2.026179, -1.842062)
H (-0.166408, 1.014654, 1.929380)
H (2.421890, 1.616013, 0.645385)
H (1.287284, 2.512130, -0.359194)
H (2.841407, 2.162469, -1.794198)
H (2.335033, 0.842037, -3.484738)
H (0.821615, 1.329600, -2.862528)
H (0.642645, -0.960496, -3.253201)
H (1.801009, -1.252031, -1.645059)

Atoms 1-2, force components in eV/Å:
2.5555 0.5039 -4.5751
-2.2473 -2.1177 1.9360

As for the orbital gap: 9.34 eV. The value obtained for the relative energy (zero: lowest compared OMol25 entry of this formula, charge and spin) is 359.08 kJ/mol. As for the structure (SMILES): OCc1ccc2c(c1)CNCC2.

Want to see where the charge sits? The natural (NBO) charges in e are: atom 1 (O): -0.744, atom 2 (C): -0.067, atom 3 (C): -0.068, atom 4 (C): -0.200, atom 5 (C): -0.203, atom 6 (C): -0.044, atom 7 (C): -0.032, atom 8 (C): -0.171, atom 9 (C): -0.229, atom 10 (N): -0.599, atom 11 (C): -0.255, atom 12 (C): -0.403, atom 13 (H): 0.477, atom 14 (H): 0.169, atom 15 (H): 0.182, atom 16 (H): 0.211, atom 17 (H): 0.205, atom 18 (H): 0.220, atom 19 (H): 0.206, atom 20 (H): 0.172, atom 21 (H): 0.355, atom 22 (H): 0.211, atom 23 (H): 0.167, atom 24 (H): 0.219, atom 25 (H): 0.220